No. 1
DFT (the ωB97M-V functional and the def2-TZVPD basis) results for a molecular structure, C5H5BrNO.

## Properties
* E: -2897.38181 Eh
* LUMO energy (alpha / beta): 0.1319 / 0.1319 hartree
* HOMO-LUMO gap (alpha / beta): 6.04 / 6.04 eV
* maximum force: 2.1 eV Å⁻¹

The geometry in ORCA input format:
```
! wB97M-V def2-TZVPD RIJCOSX def2/J DEFGRID3
* xyz -1 1
C -0.702 -1.309 0.100
C 0.765 -1.412 -0.036
C -1.319 -0.125 0.137
C 1.447 -0.297 -0.197
C -0.723 1.221 -0.060
N 0.724 1.454 0.372
O 1.259 2.423 -0.230
Br 3.307 -0.372 -0.071
H -1.351 -2.200 0.444
H 1.282 -2.392 -0.061
H -2.435 -0.236 0.121
H -1.005 1.433 -1.179
H -1.248 1.813 0.660
*
```

***

No. 2
DFT (the ωB97M-V functional and the def2-TZVPD basis) results for a gas-phase ion, C5H5BrNO4 (charge -1).

## Properties
* E: -3123.29996 Eh
* LUMO energy: 0.1240 hartree
* HOMO-LUMO gap: 8.23 eV
* maximum force: 1.7 eV Å⁻¹

The geometry in ORCA input format:
```
! wB97M-V def2-TZVPD RIJCOSX def2/J DEFGRID3
* xyz -1 1
H 1.165 -3.405 0.475
N 0.190 -3.146 0.633
C -0.261 -2.299 -0.181
C -1.654 -1.772 -0.082
O -2.659 -2.457 -0.127
C -1.631 -0.301 -0.107
Br -3.332 0.422 0.543
O -0.568 0.227 0.596
C -0.284 1.585 0.340
C -1.530 0.062 -1.790
O -2.573 0.436 -2.259
O -0.392 -0.108 -2.183
H 0.306 -1.828 -0.996
H 0.491 1.866 1.052
H -1.174 2.205 0.501
H 0.080 1.731 -0.681
*
```

***

No. 3
DFT (the ωB97M-V functional and the def2-TZVPD basis) results for C5H5BrOS in the gas phase.

## Properties
* E: -3240.90716 Eh
* LUMO energy: -0.0061 hartree
* HOMO-LUMO gap: 9.07 eV
* maximum force: 3.9 eV Å⁻¹

The geometry in ORCA input format:
```
! wB97M-V def2-TZVPD RIJCOSX def2/J DEFGRID3
* xyz 0 1
O -1.088 -2.715 -0.757
C -0.256 -2.084 -0.167
C -0.133 -0.610 -0.122
C 0.948 0.023 0.390
C 1.132 1.509 0.308
S -0.360 2.040 -0.648
C -1.206 0.511 -0.674
Br -2.816 0.490 0.603
H 0.613 -2.546 0.432
H 1.609 -0.674 0.945
H 1.175 1.842 1.365
H 2.016 2.124 -0.057
H -1.634 0.088 -1.619
*
```

***

No. 4
DFT (the ωB97M-V functional and the def2-TZVPD basis) results for a molecular structure, C5H5CeO.

## Properties
* E: -742.52940 Eh
* LUMO energy (alpha / beta): -0.5370 / -0.5367 hartree
* HOMO-LUMO gap (alpha / beta): 4.72 / 6.97 eV
* maximum force: 4.0 eV Å⁻¹

The geometry in ORCA input format:
```
! wB97M-V def2-TZVPD RIJCOSX def2/J DEFGRID3
* xyz 3 3
C 0.099 -1.547 0.962
C -0.292 -1.740 -0.414
H 0.871 -2.183 1.396
H -0.605 -1.092 1.658
H -1.284 -1.427 -0.737
H 0.188 -2.518 -1.007
C 0.743 -0.486 -0.126
C 0.269 0.805 -0.173
H 1.777 -0.698 -0.394
C -0.133 1.991 -0.294
O -0.390 3.172 -0.335
Ce -1.243 5.722 -0.536
*
```

***

No. 5
DFT (the ωB97M-V functional and the def2-TZVPD basis) results for C5H5Cl in the gas phase.

## Properties
* E: -653.59451 Eh
* LUMO energy: 0.0305 hartree
* HOMO-LUMO gap: 9.66 eV
* maximum force: 5.0 eV Å⁻¹

The geometry in ORCA input format:
```
! wB97M-V def2-TZVPD RIJCOSX def2/J DEFGRID3
* xyz 0 1
C 0.362 -1.483 -0.022
C 0.726 -0.228 -0.009
C -0.092 0.998 -0.002
C 2.157 -0.088 -0.125
C 3.381 -0.025 -0.053
Cl 4.956 0.109 -0.048
H -0.644 -1.727 0.204
H 1.168 -2.091 0.181
H 0.186 1.689 -0.908
H 0.164 1.585 0.916
H -1.215 0.809 -0.057
*
```

***

No. 6
DFT (the ωB97M-V functional and the def2-TZVPD basis) results for 2 unconnected molecules or ions with the total composition C5H5Cl.

## Properties
* E: -653.44600 Eh
* LUMO energy (alpha / beta): -0.0731 / -0.0731 hartree
* HOMO-LUMO gap (alpha / beta): 7.00 / 7.00 eV
* maximum force: 4.4 eV Å⁻¹

The geometry in ORCA input format:
```
! wB97M-V def2-TZVPD RIJCOSX def2/J DEFGRID3
* xyz 0 1
C 0.181 2.459 2.089
C -0.216 1.433 1.613
C 0.361 -0.947 -1.231
C -0.841 -0.447 -0.951
C -1.567 -0.379 0.271
Cl -3.015 0.443 0.171
H 0.956 3.000 2.682
H 0.834 -0.884 -2.195
H 0.878 -1.598 -0.610
H -1.334 0.211 -1.761
H -1.614 -1.153 1.022
*
```